No. 1
DFT (wB97M-V/def2-TZVPD) results for a structure of composition C31H41IrNO7P at a distorted geometry.

Results
Energy above the lowest of the compared OMol25 structures with the same formula, charge and spin in eV: 1.567
Lowest unoccupied orbital energy (alpha / beta) in eV: -1.267 / -1.369
DFT total energy in a.u.: -2232.9311

```
! RIJCOSX wB97M-V def2-TZVPD def2/J DEFGRID3
* xyz 0 1
Ir -0.80 -0.01 0.40
C -3.57 -2.94 0.55
O -2.84 -2.09 1.42
C -3.67 -1.25 2.20
C -4.40 -0.23 1.36
O -3.51 0.39 0.46
C -4.18 1.39 -0.30
H -4.28 -3.55 1.12
H -2.85 -3.59 0.05
H -4.11 -2.37 -0.21
H -3.00 -0.75 2.90
H -4.40 -1.85 2.76
H -4.85 0.52 2.03
H -5.22 -0.70 0.80
H -4.60 2.16 0.36
H -4.98 0.94 -0.88
H -3.45 1.86 -0.95
O 0.34 5.76 1.98
C -0.19 4.69 1.83
C -1.08 4.27 0.67
O -1.66 4.98 -0.11
C -1.07 2.80 0.73
C -0.50 2.35 1.90
O -0.41 1.07 2.13
C 0.00 3.45 2.72
O 0.46 3.42 3.84
O -1.45 1.96 -0.16
C 0.62 -4.53 1.66
C -0.11 -3.48 0.82
C -0.21 -3.90 -0.65
P 0.52 -1.75 0.93
C 1.36 -1.65 2.56
C 0.30 -1.58 3.67
C 2.29 -0.43 2.64
C 1.84 -1.60 -0.26
C 2.92 -2.46 -0.40
C 3.85 -2.28 -1.41
C 5.01 -3.22 -1.61
C 3.67 -1.18 -2.27
C 2.61 -0.31 -2.12
C 1.68 -0.51 -1.09
N 0.55 0.30 -0.94
C 0.52 1.52 -1.69
C 1.39 2.56 -1.33
C 2.38 2.39 -0.21
C 1.25 3.78 -1.97
C 0.29 3.99 -2.95
C 0.10 5.36 -3.55
C -0.53 2.93 -3.31
C -0.44 1.69 -2.69
C -1.38 0.58 -3.06
H 0.17 -5.50 1.47
H 0.54 -4.33 2.73
H 1.68 -4.60 1.40
H -1.12 -3.39 1.21
H 0.78 -4.12 -1.06
H -0.65 -3.11 -1.27
H -0.82 -4.79 -0.75
H 1.96 -2.55 2.66
H -0.26 -0.65 3.58
H 0.77 -1.60 4.65
H -0.41 -2.42 3.61
H 1.71 0.49 2.54
H 3.05 -0.45 1.86
H 2.79 -0.41 3.61
H 3.05 -3.29 0.28
H 5.07 -3.95 -0.79
H 5.95 -2.68 -1.66
H 4.90 -3.78 -2.54
H 4.38 -1.02 -3.07
H 2.48 0.52 -2.80
H 1.92 1.89 0.65
H 2.75 3.36 0.12
H 3.24 1.78 -0.51
H 1.87 4.61 -1.65
H 1.05 5.87 -3.68
H -0.52 5.96 -2.88
H -0.41 5.30 -4.52
H -1.28 3.07 -4.08
H -2.09 0.91 -3.82
H -1.95 0.24 -2.19
H -0.83 -0.29 -3.44
*
```

No. 2
DFT (wB97M-V/def2-TZVPD) results for a structure of composition C31H42BN3O3Ru at a distorted geometry.

Results
Energy above the lowest of the compared OMol25 structures with the same formula, charge and spin in eV: 0.426
Lowest unoccupied orbital energy (alpha / beta) in eV: -2.789 / -3.083
DFT total energy in a.u.: -1715.9682

```
! RIJCOSX wB97M-V def2-TZVPD def2/J DEFGRID3
* xyz 1 2
Ru 1.28 -0.08 0.06
C 2.18 0.77 2.06
C 3.21 0.18 1.27
C 3.49 1.07 0.19
C 2.68 2.22 0.34
C 1.89 2.05 1.50
C 0.99 3.07 2.12
C 2.71 3.42 -0.55
C 4.58 0.88 -0.82
C 4.03 -1.03 1.61
C 1.65 0.26 3.36
H 1.51 3.57 2.94
H 0.10 2.61 2.53
H 0.70 3.83 1.40
H 3.44 4.14 -0.18
H 1.73 3.90 -0.57
H 2.97 3.14 -1.57
H 4.22 0.34 -1.70
H 5.41 0.32 -0.40
H 4.95 1.85 -1.16
H 4.95 -0.72 2.11
H 4.30 -1.57 0.71
H 3.50 -1.69 2.30
H 2.03 0.86 4.19
H 1.95 -0.77 3.53
H 0.56 0.31 3.39
O 0.27 -1.84 1.20
N -0.92 -2.27 0.81
C -1.30 -2.22 -0.48
C -2.56 -2.63 -0.87
C -3.43 -3.14 0.07
C -3.00 -3.24 1.39
C -1.74 -2.80 1.73
H -0.58 -1.81 -1.17
H -2.84 -2.54 -1.91
H -4.43 -3.46 -0.21
H -3.64 -3.65 2.15
H -1.34 -2.84 2.73
N 2.18 -1.44 -1.44
C 2.46 -2.55 -1.23
N 2.77 -3.80 -1.07
C 3.10 -4.65 -2.24
C 4.07 -5.75 -1.80
C 5.07 -5.19 -0.80
C 4.37 -4.78 0.51
C 2.90 -4.41 0.25
H 3.55 -4.02 -3.00
H 2.18 -5.08 -2.65
H 4.57 -6.13 -2.69
H 3.52 -6.59 -1.35
H 5.57 -4.33 -1.24
H 5.85 -5.93 -0.59
H 4.90 -3.94 0.96
H 4.39 -5.60 1.23
H 2.52 -3.72 1.00
H 2.28 -5.30 0.27
C -6.13 4.50 -1.92
C -5.78 3.56 -0.75
C -6.21 4.20 0.58
C -6.58 2.27 -0.94
C -4.28 3.31 -0.73
C -3.41 4.41 -0.67
C -2.02 4.28 -0.66
C -1.52 2.99 -0.70
O -0.22 2.56 -0.69
B -0.27 1.16 -0.68
O -1.61 0.75 -0.73
C -2.37 1.89 -0.73
C -3.74 2.03 -0.74
H -7.21 4.66 -1.96
H -5.80 4.06 -2.86
H -5.66 5.48 -1.81
H -7.29 4.35 0.60
H -5.72 5.16 0.74
H -5.94 3.54 1.41
H -7.64 2.52 -1.03
H -6.47 1.59 -0.10
H -6.28 1.75 -1.86
H -3.82 5.41 -0.63
H -1.37 5.14 -0.63
H -4.37 1.15 -0.77
*
```

No. 3
DFT (wB97M-V/def2-TZVPD) results for a structure of composition C31H42BrCl3InN4O6SSi.

Results
Energy above the lowest of the compared OMol25 structures with the same formula, charge and spin in eV: 1.107
Lowest unoccupied orbital energy in eV: -3.405
DFT total energy in a.u.: -6709.3551

```
! RIJCOSX wB97M-V def2-TZVPD def2/J DEFGRID3
* xyz 1 1
In 0.45 0.18 0.30
C 5.11 -0.45 3.94
O 3.68 -0.57 3.87
C 3.06 -0.50 2.69
O 1.85 -0.64 2.64
N 3.84 -0.30 1.59
N 3.17 -0.03 0.40
H 5.37 -0.65 4.97
H 5.43 0.57 3.69
H 5.61 -1.17 3.30
H 4.78 0.06 1.70
H 3.57 -0.57 -0.35
H 3.21 0.96 0.16
O -4.76 4.69 -4.37
C -5.26 4.42 -3.14
O -6.31 4.88 -2.80
C -4.45 3.51 -2.27
C -5.13 2.72 -1.35
C -4.43 1.87 -0.51
C -3.03 1.83 -0.55
C -2.36 2.61 -1.48
C -3.06 3.45 -2.33
N -2.26 0.94 0.26
C -2.78 0.45 1.30
C -2.13 -0.63 2.09
C -2.84 -1.17 3.15
C -2.29 -2.22 3.87
C -1.04 -2.70 3.51
C -0.38 -2.10 2.45
N -0.91 -1.09 1.74
H -3.96 4.18 -4.53
H -6.21 2.78 -1.31
H -4.98 1.21 0.15
H -1.29 2.56 -1.54
H -2.51 4.06 -3.04
H -3.76 0.76 1.66
H -3.82 -0.78 3.40
H -2.83 -2.66 4.69
H -0.57 -3.51 4.05
H 0.59 -2.43 2.14
C -1.22 0.61 -7.32
C 0.00 1.45 -6.94
C 1.19 0.99 -7.80
C -0.31 2.92 -7.26
C 0.36 1.29 -5.46
C -0.32 0.45 -4.60
C 0.09 0.37 -3.28
Br -0.90 -0.79 -2.13
C 1.17 1.07 -2.71
O 1.48 0.95 -1.42
C 1.86 1.93 -3.60
C 1.43 2.01 -4.92
C 3.06 2.85 -3.24
C 4.22 2.57 -4.20
C 3.63 2.70 -1.82
C 2.61 4.31 -3.39
H -1.46 0.77 -8.38
H -2.10 0.89 -6.74
H -1.04 -0.46 -7.18
H 0.95 1.07 -8.86
H 1.44 -0.06 -7.58
H 2.08 1.60 -7.61
H -0.59 3.03 -8.30
H 0.56 3.56 -7.08
H -1.13 3.29 -6.64
H -1.18 -0.13 -4.92
H 1.96 2.68 -5.58
H 4.51 1.51 -4.16
H 5.09 3.17 -3.92
H 3.97 2.81 -5.24
H 4.01 1.69 -1.66
H 2.89 2.93 -1.05
H 4.46 3.40 -1.71
H 2.24 4.52 -4.40
H 3.46 4.99 -3.20
H 1.82 4.55 -2.68
C 2.45 -4.27 0.14
S 2.21 -2.76 -0.80
C 1.55 -3.47 -2.30
O 1.05 -2.05 -0.13
H 1.66 -4.99 -0.08
H 2.41 -3.97 1.19
H 3.44 -4.68 -0.09
H 0.79 -4.21 -2.05
H 2.38 -3.92 -2.86
H 1.11 -2.65 -2.87
Cl -0.29 2.13 3.43
Si 0.74 2.36 1.68
Cl 0.08 4.06 0.78
Cl 2.70 2.74 2.12
*
```

> What is the DFT total energy in the first record?

-2232.9311 a.u.

> What is the DFT total energy in the third record?

-6709.3551 a.u.